# 1
ORCA calculation (ωB97M-V/def2-TZVPD) on 2 unconnected molecules or ions with the total composition C2H10N2 in a non-equilibrium geometry.

As for the LUMO energy (spin up / spin down): 4.116 / 4.193 eV. Its expectation value of S² is 0.75. Its spin multiplicity is 2. As for the total charge: -1. For the energy above the lowest of the compared OMol25 structures with the same formula, charge and spin, the calculation gives 13.2 kcal/mol. The HOMO-LUMO gap (spin up / spin down) comes out at 2.791 / 9.637 eV.

Each line ends with the Löwdin charge.
Positions of all 14 atoms, in Å:
C 3.39785 2.58688 1.64932  -0.402
H 4.39985 2.82771 1.14301  0.005
H 2.64203 3.19135 1.11901  -0.041
H 3.39752 2.93329 2.70800  -0.012
H 3.12809 1.54769 1.45848  -0.064
N -0.57665 -1.95750 -0.22511  -0.064
C -1.65516 -1.28848 -0.99265  -0.433
N -1.83193 0.13810 -0.76467  -0.068
H 0.28904 -1.98890 -0.78001  0.010
H -0.31871 -1.60026 0.63049  -0.047
H -1.54172 -1.40256 -2.04097  0.077
H -2.52912 -1.66951 -0.46979  0.081
H -1.95528 0.31410 0.18804  -0.022
H -1.10780 0.79250 -0.96780  -0.021

---

# 2
ORCA calculation (ωB97M-V/def2-TZVPD) on C5H13N3O in the gas phase in a non-equilibrium geometry.

As for the LUMO energy: 0.773 eV. The SMILES is C[C@H](N)CC(=O)C(N)N. For the energy above the lowest of the compared OMol25 structures with the same formula, charge and spin, the calculation gives 28.6 kcal/mol. The HOMO-LUMO gap comes out at 9.861 eV.

Each line ends with the Löwdin charge.
Positions of all 22 atoms, in Å:
C -1.57286 0.57992 -1.39512  -0.069
C -1.86177 -0.18133 -0.10666  -0.428
N -2.51145 0.70556 0.84677  0.028
C -0.63685 -0.99034 0.54591  -0.080
C 0.44791 0.01682 0.79173  -0.338
O 0.41937 0.79066 1.75785  0.054
C 1.62821 0.09085 -0.25249  -0.429
N 2.80483 0.64933 0.37041  0.031
N 2.06881 -1.19686 -0.71132  0.036
H -0.92465 1.44485 -1.22019  0.073
H -1.10121 -0.07160 -2.13730  0.083
H -2.50335 0.96010 -1.83148  0.082
H -2.57974 -0.97024 -0.36092  0.129
H -1.86875 1.44370 1.14299  0.069
H -2.74380 0.19786 1.70000  0.078
H -0.33338 -1.76490 -0.16243  0.101
H -0.90485 -1.46516 1.49626  0.120
H 1.30217 0.71619 -1.08582  0.139
H 2.57105 1.59849 0.67081  0.076
H 2.96691 0.16185 1.25184  0.080
H 2.50734 -1.69032 0.06187  0.080
H 2.82607 -1.02546 -1.37270  0.083

---

# 3
ORCA calculation (ωB97M-V/def2-TZVPD) on 2 unconnected molecules or ions with the total composition C4H10NO in a non-equilibrium geometry.

As for the LUMO energy: -6.767 eV. As for the total charge: +1. For the energy above the lowest of the compared OMol25 structures with the same formula, charge and spin, the calculation gives 106.2 kcal/mol. The HOMO-LUMO gap comes out at 6.145 eV.

Each line ends with the Löwdin charge.
Positions of all 16 atoms, in Å:
C -0.46183 0.00977 -1.84868  -0.121
C 0.63729 -0.47951 -0.92199  -0.432
C 1.15044 -1.85816 -0.88286  -0.082
C -0.88624 1.64079 2.32095  0.212
N -0.63571 -0.02647 -0.38193  -0.025
O -0.30878 2.14315 3.34382  0.191
H -0.47042 1.00466 -2.42632  0.133
H -0.82362 -0.82276 -2.41634  0.095
H 1.50951 0.20872 -0.78480  0.138
H 0.44987 -2.67644 -0.72482  0.075
H 2.06163 -2.00062 -0.25013  0.089
H 1.48833 -1.98635 -2.00578  0.128
H -1.39826 2.09472 1.54970  0.097
H -0.92418 0.49721 2.17916  0.156
H -1.08457 -0.93109 -0.13209  0.105
H -0.30347 3.18238 3.38211  0.240

---

# 4
ORCA calculation (ωB97M-V/def2-TZVPD) on 3 unconnected molecules or ions with the total composition C4H10 in a non-equilibrium geometry.

As for the LUMO energy: -1.200 eV. For the energy above the lowest of the compared OMol25 structures with the same formula, charge and spin, the calculation gives 174.5 kcal/mol. The HOMO-LUMO gap comes out at 5.904 eV.

Each line ends with the Löwdin charge.
Positions of all 14 atoms, in Å:
C -1.10217 -1.03717 -0.97638  -0.127
C -0.13015 0.00979 -1.07172  -0.417
C -0.37736 1.29903 -0.56501  -0.092
C 1.13489 -0.16767 1.66490  -0.001
H -0.74581 -2.00181 -1.11567  -0.005
H -2.05303 -0.96338 -0.38187  0.061
H 0.78107 -0.22975 -1.78535  0.143
H 1.15446 -1.07076 1.23918  -0.007
H 0.55981 1.68994 -0.15473  0.044
H -1.30649 0.74675 -2.25390  0.323
H -1.26980 1.40096 0.04024  0.053
H 1.54857 0.50252 1.00410  -0.007
H 0.14983 0.03960 1.79223  0.007
H 1.65618 -0.21804 2.56399  0.024

---

# 5
ORCA calculation (ωB97M-V/def2-TZVPD) on 2 unconnected molecules or ions with the total composition C9H9N3O2 in a non-equilibrium geometry.

As for the LUMO energy (spin up / spin down): 0.046 / 0.046 eV. For the energy above the lowest of the compared OMol25 structures with the same formula, charge and spin, the calculation gives 211.4 kcal/mol. The HOMO-LUMO gap (spin up / spin down) comes out at 7.693 / 7.692 eV.

Each line ends with the Löwdin charge.
Positions of all 23 atoms, in Å:
C -3.68306 0.52739 -0.41640  -0.104
C -2.83517 -0.02026 -1.33597  -0.137
C -3.24399 0.65440 0.94513  -0.046
C -1.61766 -0.54669 -1.00663  -0.057
C -1.91653 0.23175 1.26653  -0.024
C -1.21882 -0.49806 0.28607  -0.312
C 0.81549 -1.94360 0.87906  -0.308
C 1.27672 1.98096 0.14840  -0.229
C 4.06943 0.25410 -0.72930  -0.200
N 1.71407 -2.71815 0.88321  0.183
N -0.18356 -1.30743 0.71119  0.173
N 2.83966 0.14508 -0.10384  -0.108
O 0.40930 2.68018 0.51018  0.228
O 2.26527 1.36645 0.14187  0.102
H -4.61490 0.92287 -0.88922  0.111
H -3.29200 0.01023 -2.32972  0.108
H -3.70772 1.19685 1.80182  0.108
H -0.89375 -1.11568 -1.79672  0.174
H -1.61786 0.28205 2.25432  0.082
H 4.53519 -0.71052 -0.63621  0.073
H 3.92076 0.38687 -1.81098  0.063
H 4.61509 1.16338 -0.30646  0.097
H 2.36404 -2.94219 1.53366  0.025

---

# 6
ORCA calculation (ωB97M-V/def2-TZVPD) on 2 unconnected molecules or ions with the total composition C4H12N2O2 in a non-equilibrium geometry.

As for the LUMO energy: 0.682 eV. The SMILES is NCCCC(N)=O.O. For the energy above the lowest of the compared OMol25 structures with the same formula, charge and spin, the calculation gives 23.7 kcal/mol. The HOMO-LUMO gap comes out at 9.777 eV.

Each line ends with the Löwdin charge.
Positions of all 20 atoms, in Å:
N -1.56616 1.19614 0.63003  0.019
C -1.27019 1.04754 -0.79253  -0.299
C -1.35290 -0.41231 -1.24194  -0.200
C -0.52325 -1.41471 -0.42408  -0.124
C 0.81133 -0.83878 -0.00471  -0.541
N 1.64775 -0.55142 -1.05144  0.172
O 1.04375 -0.50218 1.13765  0.039
H -1.97695 2.06945 0.90363  0.062
H -0.80969 0.87067 1.21207  0.047
H -0.34769 1.53313 -1.13759  0.096
H -1.93271 1.71265 -1.35639  0.108
H -1.20129 -0.45357 -2.32742  0.105
H -2.38958 -0.74323 -1.09515  0.111
H -0.44902 -2.39164 -0.91070  0.119
H -1.04608 -1.58180 0.53259  0.121
H 2.37004 0.12894 -0.86955  0.113
H 1.40923 -0.68940 -2.01607  0.102
O 2.75977 0.36208 3.21968  -0.091
H 2.48191 1.11942 2.68650  0.023
H 2.34173 -0.46097 2.90541  0.017

---

> Among the records above, which one has the highest energy above the lowest of the compared OMol25 structures with the same formula, charge and spin?

C9H9N3O2